# 1
# C2H3BrS

2 unconnected molecules or ions with the total composition C2H3BrS at a distorted geometry (ωB97M-V/def2-TZVPD, the OMol25 dataset).

Last columns: bonded neighbours and bond lengths (Å).
CARTESIAN COORDINATES (ANGSTROEM)
1 C 0.5524 -0.3455 0.6800  C2 1.492, S3 1.824, H5 1.196, H6 1.019
2 C -0.4418 0.1794 -0.3011  C1 1.492, S3 1.772, Br4 1.853
3 S -0.5275 -1.5808 -0.1176  C1 1.824, C2 1.772
4 Br -1.8441 1.3480 0.0203  C2 1.853
5 H 1.7004 -0.2986 0.3491  C1 1.196
6 H 0.3877 -0.0163 1.6303  C1 1.019
7 H 0.1728 0.7138 -2.2610  no bonds

## Properties
- Energy relative to the best compared isomer or geometry (same formula, charge and spin): 252.5 kJ/mol
- Multiplicity: 3
- Orbital gap (spin up / spin down): 8.5 / 7.8 eV

The net atomic charges from Mulliken, expressed in e, are:
1. C -0.54
2. C 0.05
3. S -0.06
4. Br -0.06
5. H 0.19
6. H 0.34
7. H 0.08


# 2
# C2H5ClN2O

C2H5ClN2O in the gas phase at a distorted geometry (ωB97M-V/def2-TZVPD, the OMol25 dataset).

Last columns: bonded neighbours and bond lengths (Å).
CARTESIAN COORDINATES (ANGSTROEM)
1 C 1.5150 -0.8450 -0.3178  O2 1.417, H7 1.088, H8 1.010, H9 1.109
2 O 1.0095 0.4414 -0.6293  C1 1.417, N3 1.385
3 N 0.1225 1.0903 0.2138  O2 1.385, N4 1.483, C5 1.758
4 N -0.7768 0.1733 0.9548  N3 1.483, C5 1.421, H10 1.009
5 C -1.5095 0.5801 -0.1930  N3 1.758, N4 1.421, Cl6 1.763, H11 1.067
6 Cl -2.8026 1.7670 -0.0245  C5 1.763
7 H 2.5672 -0.8369 -0.0418  C1 1.088
8 H 1.4152 -1.4680 -1.1069  C1 1.010
9 H 0.9016 -1.4744 0.3587  C1 1.109
10 H -0.9581 0.6233 1.8392  N4 1.009
11 H -1.4840 -0.0512 -1.0532  C5 1.067

## Properties
- Energy relative to the best compared isomer or geometry (same formula, charge and spin): 436.6 kJ/mol
- Orbital gap: 10.0 eV

The net atomic charges from Mulliken, expressed in e, are:
1. C -0.76
2. O -0.21
3. N -0.13
4. N -0.36
5. C 0.07
6. Cl -0.17
7. H 0.28
8. H 0.32
9. H 0.35
10. H 0.27
11. H 0.35


> Look up the energy relative to the best compared isomer or geometry (same formula, charge and spin) of the second one.

436.6 kJ/mol